Below is 11 unconnected molecules or ions with the total composition C87H187N9O11 at a distorted geometry, with properties calculated with the ωB97M-V functional and the def2-TZVPD basis.

Output
Total charge   0
Spin multiplicity   1
Energy above the lowest of the compared OMol25 structures with the same formula, charge and spin   0.000 eV
HOMO level   -8.3 eV
LUMO level   0.4 eV

```
294
Properties=species:S:1:pos:R:3:forces:R:3
C 17.664407 13.027635 23.483597 0.5 -0.5 0.5
C 18.967570 12.273051 23.198822 0.5 0.6 0.2
C 18.683904 10.808290 22.909180 1.2 -0.7 -0.5
C 19.869893 10.000842 22.252104 -1.1 1.1 0.6
C 20.261786 10.806543 21.007941 0.7 -0.1 0.7
C 20.723372 12.291576 21.334675 -1.1 -1.0 0.3
N 19.591424 12.944495 22.023889 -1.1 -1.0 -0.4
O 19.788024 14.351805 22.223815 -0.1 -0.7 0.0
C 22.034339 12.351523 22.058553 -0.1 -2.3 2.2
C 20.813967 12.946244 20.018911 -0.6 1.2 -1.6
C 19.805350 12.412953 24.465973 1.0 -0.8 0.4
H 17.048634 13.099546 22.593849 -0.1 0.1 -0.1
H 17.965942 13.993827 23.886720 -0.3 0.3 -0.3
H 17.121452 12.525528 24.293854 -0.1 0.0 -0.3
H 18.420701 10.319743 23.842128 -0.3 0.0 0.2
H 17.857713 10.769468 22.233809 -0.8 -0.2 -0.5
H 19.493954 9.007062 21.967488 0.2 0.2 0.1
H 20.628872 9.861442 23.041924 0.1 0.1 -0.7
H 19.359433 10.876757 20.392855 0.1 0.1 0.0
H 21.019424 10.253780 20.400405 -0.3 0.7 0.4
H 22.190365 11.442570 22.717931 -0.5 0.7 -0.5
H 22.845781 12.237408 21.398814 1.1 0.6 -1.0
H 22.121163 13.155527 22.765636 0.2 0.8 -0.2
H 19.869100 12.710667 19.478501 0.6 0.5 0.1
H 20.937785 14.040950 20.105939 -0.1 -0.5 -0.1
H 21.645702 12.563350 19.443851 0.3 -0.2 -0.2
H 20.545204 11.589400 24.670459 -1.0 0.4 -0.3
H 19.128880 12.532366 25.322534 0.5 0.0 0.0
H 20.446009 13.264099 24.314914 0.0 0.8 0.5
H 19.048121 14.749129 21.723658 0.5 -0.2 0.3
C 18.749488 23.460553 16.664743 -1.0 -1.6 -0.4
C 18.862738 21.886643 16.799732 -0.2 -0.2 0.3
C 20.127895 21.394318 16.137339 1.1 0.0 0.1
C 21.375372 21.777711 16.928306 -1.1 -0.1 0.5
C 21.208281 21.257035 18.382401 0.0 1.7 0.4
C 19.918938 21.709530 19.095115 -0.2 1.8 -1.2
N 18.835329 21.300556 18.194410 -1.0 1.3 -0.4
O 17.586308 21.829101 18.761504 0.6 -0.3 0.0
C 19.783422 21.039852 20.433429 -0.1 0.5 0.1
C 19.982589 23.288089 19.384982 0.2 -1.9 0.5
C 17.693976 21.197558 16.097836 -0.1 0.0 -0.3
H 18.366892 23.662069 15.660948 -0.1 0.0 0.0
H 19.652019 24.020587 16.750563 0.7 0.1 0.2
H 18.027094 23.811597 17.386406 -0.2 0.2 0.2
H 20.176686 20.322289 15.934703 -0.5 -0.2 0.4
H 20.283231 21.821804 15.161315 -0.5 0.4 -0.6
H 21.513871 22.880631 16.783991 0.2 -0.9 0.7
H 22.166691 21.251158 16.433049 0.9 0.0 0.0
H 21.955503 21.696946 19.042403 0.6 -0.3 -0.1
H 21.232371 20.183296 18.477249 0.3 -0.5 -0.4
H 19.742307 19.968329 20.347352 0.0 -0.6 0.0
H 20.646495 21.362349 20.993896 0.4 -0.3 0.5
H 18.912404 21.400224 20.982335 -0.1 -0.1 -0.1
H 19.012710 23.631696 19.717291 -0.2 0.2 0.0
H 20.670675 23.359455 20.228132 0.0 0.3 0.0
H 20.361282 23.892487 18.584983 0.1 0.1 -0.3
H 17.782950 20.107174 16.129238 -0.1 0.0 0.5
H 17.831426 21.380103 15.051484 -0.3 0.5 -0.9
H 16.680046 21.504895 16.395235 0.5 0.0 0.0
H 16.956390 21.108411 18.631118 0.1 -0.2 0.1
C 23.214979 15.803712 19.596901 -0.9 0.9 0.4
C 24.407746 16.274540 18.735138 -1.3 0.4 0.3
C 23.922316 16.873506 17.393708 0.3 -0.7 0.5
C 23.203992 18.199711 17.546787 1.1 0.4 0.3
C 24.139349 19.147848 18.269501 1.0 0.4 -0.8
C 24.755265 18.650150 19.548410 -0.5 1.0 1.3
N 25.203323 17.316976 19.407592 1.1 -2.5 -0.6
O 25.579445 16.746989 20.667462 0.6 0.6 0.2
C 25.944986 19.546887 19.974576 -0.5 -0.3 -0.2
C 23.643478 18.848161 20.574801 -1.2 0.9 -0.4
C 25.233672 15.002011 18.526686 -1.1 0.3 -1.2
H 23.643563 15.670972 20.576064 0.0 -0.8 0.5
H 22.718436 14.893282 19.214369 0.5 0.4 0.2
H 22.420012 16.556731 19.817398 0.5 -0.4 -0.7
H 24.807325 16.923641 16.743125 -0.3 0.3 -0.1
H 23.236271 16.142945 17.015634 -0.4 -0.6 -0.7
H 22.256226 18.124897 18.046469 -0.3 -0.4 0.4
H 22.977507 18.676917 16.606907 -0.1 -0.1 -0.6
H 23.629166 20.056794 18.548605 -0.1 0.5 -0.2
H 24.978377 19.402473 17.613999 -0.2 0.1 -0.3
H 26.344647 19.274789 20.958940 -0.3 0.1 -0.1
H 26.775616 19.512740 19.267325 -0.1 0.0 -0.2
H 25.513989 20.545311 20.009959 0.4 0.3 0.1
H 23.493265 19.943381 20.761379 0.3 -0.9 0.1
H 22.668203 18.535192 20.131158 0.6 0.0 0.6
H 23.841137 18.319040 21.481317 0.0 -0.2 0.7
H 24.579287 14.254886 18.059195 0.0 0.1 0.1
H 25.670705 14.542967 19.379807 0.2 0.0 1.0
H 25.979703 15.192607 17.801365 1.2 0.2 -0.7
H 26.533960 16.607018 20.571943 -0.3 0.1 0.1
C 19.612919 18.741680 13.633233 -1.4 1.4 0.9
C 19.600220 17.615554 12.632578 0.5 -0.6 0.5
C 20.083485 18.070107 11.290781 -0.7 0.2 -1.3
C 21.542108 18.359339 11.165603 1.5 -0.6 -0.3
C 22.306080 17.088252 11.496653 0.5 -0.4 0.6
C 21.947471 16.637361 12.935571 -1.0 -0.2 0.2
N 20.444465 16.385752 12.960638 -0.7 0.8 -0.1
O 19.969703 15.889373 14.239246 1.2 0.9 -0.5
C 22.624531 15.320713 13.226555 0.0 -0.6 -1.1
C 22.437749 17.583858 14.004467 -0.3 0.8 1.1
C 18.134014 17.235834 12.609060 -1.0 -1.7 0.3
H 20.456923 19.421501 13.634215 0.4 -0.3 0.3
H 19.330569 18.359615 14.631254 0.6 0.2 -0.2
H 18.738096 19.425479 13.403132 0.9 -0.6 0.0
H 19.809246 17.291602 10.552573 0.1 0.3 0.2
H 19.576446 18.980490 10.992134 -0.6 0.2 0.0
H 21.903597 19.171168 11.828715 -0.3 -0.2 -0.6
H 21.798405 18.549182 10.112833 -0.2 0.6 0.3
H 23.413940 17.209475 11.414234 -0.7 0.1 0.2
H 22.053129 16.292631 10.763295 -0.1 0.3 0.5
H 23.704330 15.468503 13.025238 -0.5 -0.4 0.2
H 22.456514 14.913584 14.228130 0.1 0.3 -0.2
H 22.182022 14.640227 12.481797 0.5 -0.3 0.3
H 22.370413 18.667272 13.804836 0.4 -0.5 -0.3
H 21.794905 17.474438 14.908119 0.6 -0.3 -0.4
H 23.470684 17.279056 14.231642 -0.3 0.5 0.2
H 17.446820 18.098919 12.548440 0.5 -0.3 -0.5
H 17.885327 16.782905 13.617466 0.2 0.2 -1.2
H 17.932543 16.496595 11.785384 0.0 0.6 0.8
H 19.898547 14.929575 14.093503 -0.2 -0.1 0.0
C 13.859701 23.934559 18.823854 0.5 -0.1 0.6
C 12.992783 23.009057 17.970362 1.1 1.4 -0.7
C 14.058371 22.237463 17.125212 -0.7 -1.4 0.1
C 13.386115 21.056225 16.351043 1.5 0.9 1.5
C 12.707157 20.171582 17.368868 0.4 -0.1 0.2
C 11.615052 20.885302 18.116960 -2.1 -0.5 0.2
N 12.208649 22.079033 18.757327 -0.3 -1.2 0.8
O 11.177754 22.734438 19.506676 0.2 0.3 -0.4
C 10.344057 21.058412 17.171494 1.0 2.0 0.6
C 11.094907 19.894716 19.202689 0.2 0.3 -0.6
C 12.097194 23.917065 17.091380 0.4 -2.5 -0.6
H 14.641619 23.373562 19.347618 -0.4 -0.1 0.4
H 13.354590 24.622931 19.501504 -0.3 -0.3 0.1
H 14.446420 24.562098 18.164983 0.0 0.3 -0.4
H 14.515906 22.923902 16.406363 0.1 0.1 0.3
H 14.857752 21.794968 17.809870 -0.9 0.7 -0.8
H 14.154894 20.523853 15.790024 -0.1 -0.1 -0.1
H 12.662563 21.473773 15.685261 -0.5 0.1 -0.7
H 13.382754 19.856232 18.193681 0.1 -0.2 -0.9
H 12.281530 19.333756 16.811695 0.0 -0.3 0.5
H 9.874769 22.054391 17.374677 0.3 -0.8 -0.4
H 10.646133 20.948450 16.132086 -0.2 0.3 -0.1
H 9.611710 20.309660 17.380781 -0.4 -0.5 0.2
H 10.742563 19.020018 18.668972 0.1 -0.3 -0.1
H 11.872093 19.582543 19.868005 0.7 -0.1 0.5
H 10.244909 20.214220 19.791660 -0.1 0.6 0.0
H 11.205909 24.010259 17.662931 -0.8 0.8 0.2
H 11.874950 23.325805 16.191283 -0.3 0.4 0.0
H 12.564874 24.818526 16.775489 0.3 0.8 0.1
H 11.446294 22.677488 20.433681 0.2 -0.1 -0.3
C 14.924043 22.802567 24.706479 -0.1 0.4 -0.1
C 14.542829 21.347125 24.497302 0.7 0.5 -0.3
C 13.207541 21.337001 23.810870 -0.8 -0.5 0.3
C 13.219658 21.787973 22.389376 0.9 -0.5 -1.2
C 14.156188 20.816472 21.607661 -0.6 3.1 0.0
C 15.575741 20.979645 22.128666 -0.5 -1.7 0.8
N 15.477125 20.615114 23.589414 0.9 -0.1 0.3
O 16.829576 20.811521 24.071534 -0.1 0.0 0.5
C 16.300286 19.813409 21.436864 0.0 0.8 0.4
C 16.245366 22.317439 21.838488 0.3 -0.4 -0.9
C 14.409636 20.692673 25.897871 -0.4 0.1 0.5
H 14.257627 23.256891 25.465758 0.4 -0.1 -0.5
H 14.931113 23.397019 23.778416 -0.2 -0.2 0.5
H 15.925883 22.771462 25.063299 0.9 0.5 0.6
H 12.812149 20.328008 23.911588 -0.3 -0.2 -0.3
H 12.567343 21.996285 24.350412 -0.7 0.4 0.8
H 13.505421 22.856435 22.258703 0.2 -0.7 0.2
H 12.257239 21.723496 21.904591 -0.7 -0.2 0.2
H 14.091414 21.183685 20.576453 0.2 -0.6 -0.2
H 13.798505 19.806316 21.713732 -0.1 -0.4 -0.1
H 17.353579 19.675915 21.660585 -0.3 0.1 0.1
H 15.717918 18.918413 21.614027 0.2 -0.4 0.1
H 16.206039 20.090567 20.408647 0.2 -0.3 -1.0
H 16.910730 22.204328 20.970673 0.1 -0.1 0.4
H 15.545964 23.044193 21.447560 -0.4 0.5 0.6
H 16.831708 22.637750 22.695392 -0.1 0.3 -0.2
H 15.336124 20.494370 26.492681 -0.4 0.3 -0.9
H 13.865220 19.733261 25.811931 0.2 0.4 0.1
H 13.794330 21.407015 26.530420 0.6 -1.0 -0.7
H 17.163259 19.948269 24.347412 -0.4 -0.2 -0.1
C 15.338733 18.243639 16.871332 -1.3 -0.2 -0.3
C 16.039217 17.085500 17.556946 0.7 1.4 1.1
C 15.993102 15.800941 16.732359 -0.5 0.0 -0.5
C 16.896455 14.716238 17.304661 0.1 -0.3 -0.6
C 18.312120 15.271575 17.221688 -0.3 0.1 1.7
C 18.475481 16.553019 18.108895 0.9 -0.5 -0.4
N 17.494095 17.541694 17.630036 -0.1 -1.2 -0.4
O 17.664883 18.697161 18.431215 -0.6 0.1 0.1
C 18.450249 16.173349 19.633603 1.2 0.7 -0.3
C 19.880422 17.158487 17.757551 -0.9 -0.8 -0.5
C 15.453475 16.969142 18.991811 1.6 0.2 0.6
H 15.487161 19.126284 17.475128 -0.1 0.3 0.2
H 14.240706 18.043775 16.834619 0.8 0.1 -0.1
H 15.677820 18.503282 15.861024 0.2 -0.5 0.1
H 14.951075 15.447051 16.608991 0.3 0.3 0.2
H 16.337284 16.109587 15.726604 0.0 -0.4 0.2
H 16.808961 13.718390 16.820000 0.0 0.8 -0.3
H 16.586752 14.478064 18.316282 0.1 0.2 0.4
H 18.530811 15.568113 16.227385 0.2 0.2 -1.1
H 19.040088 14.512916 17.501083 0.2 0.1 0.3
H 18.080370 16.994152 20.264774 0.3 -0.1 -0.3
H 17.854014 15.310032 19.846908 -0.5 -0.6 0.0
H 19.509696 15.906367 19.922925 -1.1 0.4 -0.1
H 20.049788 17.075418 16.674871 -0.4 0.5 0.0
H 20.011712 18.184932 18.113926 0.1 -0.3 0.1
H 20.621642 16.472261 18.127108 0.6 0.0 0.7
H 15.913406 17.745082 19.650246 -0.5 -0.1 -0.8
H 15.835414 16.071719 19.488955 -0.6 -0.1 -0.3
H 14.378683 17.072113 19.070254 -0.3 -0.2 -0.2
H 18.214817 19.291194 17.892242 -0.1 0.1 0.3
C 11.728934 14.621049 22.832386 1.8 -0.2 1.4
C 13.091439 14.025700 23.429182 -1.5 -1.7 -1.6
C 14.050193 13.635573 22.232066 -0.4 0.7 1.2
C 14.608932 14.891938 21.584070 0.8 0.1 -0.4
C 15.397940 15.652605 22.672757 0.0 -1.1 -1.0
C 14.503428 16.083339 23.780924 -1.5 0.5 0.9
N 13.795028 14.883239 24.331930 1.6 0.6 -0.1
O 12.883061 15.388640 25.255251 -0.9 0.0 1.2
C 15.270484 16.731257 24.946118 1.3 0.6 -1.1
C 13.471390 17.139844 23.247464 0.3 -0.5 -0.2
C 12.745903 12.682920 24.179000 0.6 0.9 -0.8
H 11.027202 13.812952 22.834421 -0.7 -0.1 0.1
H 11.947462 14.868245 21.822162 -0.2 0.6 -0.9
H 11.430782 15.490831 23.437619 -0.3 -0.5 -0.5
H 14.853771 13.028054 22.675544 0.0 0.2 -0.3
H 13.527728 13.007531 21.527739 -0.4 -0.2 -0.2
H 13.854000 15.520503 21.057897 0.4 -0.5 0.6
H 15.332934 14.650153 20.787733 -0.3 -0.3 0.2
H 15.876340 16.501650 22.242818 0.4 0.9 -0.3
H 16.205101 14.969683 22.973987 -0.3 0.3 0.4
H 14.671803 17.042163 25.796073 -0.3 0.2 -0.2
H 16.060985 16.078703 25.323595 -0.1 -0.3 0.0
H 15.818015 17.610252 24.497844 -0.6 -0.5 0.6
H 13.989418 18.055236 22.971330 0.2 0.1 0.2
H 12.954899 16.785456 22.339750 0.1 0.2 0.5
H 12.741474 17.352094 24.033014 0.1 0.1 -0.2
H 13.689569 12.193549 24.338545 0.5 -0.3 0.6
H 12.193679 11.988915 23.540799 -0.3 0.3 0.0
H 12.241301 12.858440 25.122450 -0.2 0.0 0.0
H 13.193539 15.088803 26.119176 0.0 0.0 -0.2
C 21.526985 18.230340 23.161468 1.5 1.0 -0.2
C 20.174184 18.206506 23.829870 -1.1 -0.2 -0.5
C 19.999601 16.796281 24.440029 -0.7 0.3 0.6
C 20.812405 16.666802 25.727966 -1.5 -0.2 -0.2
C 20.390600 17.726183 26.726317 0.4 0.5 0.9
C 20.571053 19.162719 26.151753 -0.2 0.3 1.5
N 19.892753 19.244895 24.878133 0.1 -0.3 -1.0
O 20.005375 20.622187 24.333821 -0.4 -1.6 0.5
C 19.791860 20.147301 27.080930 0.3 -1.4 0.3
C 22.067462 19.498451 26.228649 0.2 0.5 -0.8
C 18.990896 18.373892 22.808546 1.1 -0.7 1.6
H 22.351714 17.757787 23.728753 -0.7 -0.2 0.0
H 21.927875 19.250908 23.069408 -0.4 0.0 -0.4
H 21.522993 17.756253 22.167206 -0.2 0.2 0.3
H 18.906313 16.668438 24.562036 0.4 -0.1 0.6
H 20.280501 15.982786 23.773376 0.2 0.4 -0.5
H 21.843468 16.758186 25.452876 0.7 0.1 0.1
H 20.681549 15.676538 26.153939 0.0 -0.2 0.1
H 21.062773 17.642107 27.635728 -0.9 0.2 -0.8
H 19.332594 17.623888 27.066570 0.7 -0.2 -0.4
H 20.178859 20.086126 28.092528 0.2 0.0 0.2
H 19.831581 21.160153 26.762398 0.2 0.8 -0.4
H 18.748084 19.847948 27.145884 -0.2 -0.1 -0.2
H 22.725417 18.688948 25.911053 -0.2 -0.1 -0.3
H 22.308941 20.396276 25.625293 -0.1 -0.4 0.5
H 22.328368 19.649345 27.271820 0.0 0.4 0.1
H 19.142175 17.676305 21.998812 -0.1 -0.2 -0.3
H 18.951476 19.377134 22.445554 0.0 0.5 -0.2
H 18.086817 18.118049 23.391296 0.1 0.2 -0.6
H 19.073003 20.877174 24.459740 0.6 0.3 -0.3
C 16.030467 11.635097 14.521525 0.0 0.3 0.2
C 16.230774 12.350884 13.204589 -1.8 -1.2 0.7
C 15.866423 13.778977 13.428402 -0.1 1.7 -0.7
O 17.548130 12.015893 12.834603 0.6 0.5 -1.1
H 16.302130 10.598925 14.311925 0.2 0.0 0.7
H 14.944461 11.671250 14.751448 0.8 0.0 0.3
H 16.685773 12.175938 15.278063 -0.9 -1.1 -0.6
H 15.500363 11.879802 12.489133 0.7 0.5 0.2
H 14.908021 13.875036 13.950712 -0.1 -0.4 -0.4
H 15.797817 14.358806 12.495683 0.0 -0.1 0.2
H 16.526455 14.337362 14.086850 0.6 -0.2 0.0
H 17.764313 12.432266 11.991172 -0.2 -0.1 -0.2
C 21.199312 13.011776 15.841188 -0.1 1.0 1.3
C 20.485224 12.417286 14.620099 0.2 -1.8 1.7
C 19.748065 11.078872 15.016235 0.1 1.3 0.6
O 19.475069 13.280775 14.168626 0.5 0.6 -0.2
H 22.121277 12.517067 16.184516 -0.3 -0.3 -0.6
H 20.562749 13.023982 16.753430 0.0 -0.3 -0.6
H 21.484438 14.083249 15.775020 -0.3 -0.5 -0.6
H 21.229833 12.188992 13.858740 0.0 0.2 -0.4
H 20.357845 10.298882 15.443312 0.6 -0.1 0.2
H 19.285230 10.655627 14.140602 -0.4 -0.1 -0.3
H 18.988675 11.355595 15.786216 0.4 -0.3 -0.7
H 18.985445 12.804231 13.481902 -0.4 0.1 0.3
```
Positions in Å, forces in eV/Å.